190
Properties=species:S:1:pos:R:3:forces:R:3:mulliken_charge:R:1 method="wB97M-V/def2-TZVPD" e_tot_ev=-213084.4112 homo_energy_ev=-9.55 gap_ev=8.6 e_lumo_ev=-0.92
C -3.734 2.424 -2.923 0.194 1.265 -1.193 -0.617
C -3.704 2.578 -1.564 -1.081 -0.030 0.889 -0.390
C -4.638 3.396 -0.896 0.631 -0.554 0.638 -0.066
C -5.569 4.092 -1.623 -0.738 0.050 -0.373 -0.060
C -5.560 3.989 -3.004 -0.094 -0.500 -1.181 -0.287
C -4.587 3.236 -3.710 -0.803 -0.350 1.933 -1.253
N -6.655 4.929 -0.932 -0.294 1.979 0.132 0.916
O -7.607 5.423 -1.574 2.030 -1.766 0.624 -0.593
O -6.444 5.249 0.244 -0.064 -1.112 -1.280 -0.527
H -3.003 1.734 -3.316 -0.067 -0.009 -0.531 0.901
H -3.048 1.908 -1.029 0.022 0.245 0.437 0.504
H -4.669 3.388 0.183 0.155 0.186 0.076 0.459
H -6.419 4.333 -3.561 0.134 0.651 -0.039 0.415
H -4.653 3.201 -4.788 0.143 -0.154 0.005 0.467
C 0.071 2.942 -4.017 0.538 0.134 1.964 -0.056
C -0.263 4.109 -4.628 0.075 -0.496 -2.520 -0.736
C -0.294 4.071 -6.059 -0.620 2.648 0.421 -0.208
C -0.086 2.952 -6.818 -0.075 -0.118 1.087 -0.818
C 0.179 1.826 -6.077 1.305 -2.701 -0.331 -0.067
C 0.364 1.787 -4.699 -1.099 0.407 -0.921 -0.629
N -0.139 2.916 -8.304 -0.290 0.397 -2.286 0.946
O -0.553 3.923 -8.947 0.961 -2.145 2.152 -0.579
O 0.228 1.873 -8.875 -0.633 1.795 1.441 -0.544
H 0.163 2.986 -2.942 -0.043 -0.388 0.176 0.336
H -0.446 4.964 -3.994 -0.091 0.372 -0.537 0.552
H -0.481 4.985 -6.601 -0.148 0.234 -0.009 0.445
H 0.376 0.887 -6.572 -0.122 -0.064 -0.423 0.544
H 0.562 0.872 -4.160 0.209 -0.065 -0.169 0.794
C 5.424 -1.524 1.614 0.919 -1.201 -0.094 -1.109
C 6.683 -1.710 1.014 -1.390 0.767 0.806 -0.729
C 6.870 -2.795 0.221 0.135 -2.033 -1.073 -0.498
C 5.868 -3.794 0.075 0.463 1.482 1.499 0.022
C 4.668 -3.677 0.781 0.949 -1.498 -1.390 -0.158
C 4.495 -2.582 1.549 -0.582 3.207 0.745 0.074
N 6.103 -4.974 -0.723 -2.962 0.212 -1.659 1.164
O 5.126 -5.548 -1.206 -0.946 0.190 0.862 -0.616
O 7.180 -5.292 -1.056 3.904 -0.315 0.087 -0.666
H 5.244 -0.586 2.119 -0.356 -0.288 0.253 0.689
H 7.480 -0.999 1.175 -0.017 0.158 -0.269 0.439
H 7.803 -2.868 -0.317 0.051 -0.395 -0.066 0.499
H 3.912 -4.437 0.653 -0.119 0.001 0.153 0.431
H 3.542 -2.348 2.000 -0.167 -0.463 0.266 0.460
C 3.830 -6.006 3.893 -2.612 1.264 1.115 -0.533
C 3.948 -4.690 4.432 -0.493 -1.387 -1.242 -0.309
C 2.813 -3.891 4.602 0.079 -0.292 0.336 -0.336
C 1.521 -4.327 4.243 1.672 -0.645 -0.549 0.368
C 1.357 -5.587 3.651 1.748 -0.558 0.953 -0.265
C 2.490 -6.452 3.645 0.867 1.328 -1.364 -0.760
N 0.370 -3.462 4.395 -0.768 0.772 -0.158 0.951
O 0.473 -2.246 4.154 -0.205 -1.923 0.611 -0.380
O -0.663 -4.047 4.732 0.595 1.035 -0.415 -0.606
H 4.663 -6.675 3.738 0.064 0.120 -0.009 0.461
H 4.931 -4.271 4.584 -0.027 0.086 0.338 0.368
H 3.008 -2.954 5.101 -0.493 0.388 -0.268 0.207
H 0.444 -5.944 3.197 -0.179 0.197 0.309 0.425
H 2.409 -7.388 3.112 -0.275 -0.273 0.227 0.344
C 1.344 6.940 -2.136 -0.390 -1.150 -0.473 -0.655
C 0.115 7.579 -1.982 1.583 0.080 -0.097 -0.744
C -0.815 7.123 -1.076 -1.335 2.707 -1.259 -0.183
C -0.618 5.988 -0.393 1.019 -2.405 -0.360 -0.919
C 0.512 5.230 -0.678 1.648 -0.226 0.112 0.236
C 1.549 5.685 -1.543 -1.625 1.102 1.402 0.019
N -1.605 5.406 0.517 -0.897 0.446 1.764 1.170
O -1.242 4.524 1.296 -0.232 0.669 -1.087 -0.449
O -2.726 5.921 0.555 1.084 -0.555 -0.393 -0.610
H 2.067 7.338 -2.834 0.168 0.134 0.089 0.421
H -0.005 8.498 -2.537 -0.423 0.091 0.149 0.396
H -1.669 7.780 -1.006 -0.427 -0.456 0.510 0.477
H 0.665 4.321 -0.115 -0.031 -0.245 -0.063 0.645
H 2.516 5.205 -1.567 -0.198 -0.352 -0.264 0.156
C 4.042 -1.794 -2.419 0.197 -1.489 -1.693 0.446
C 3.380 -0.512 -3.011 -0.859 -0.069 1.757 1.036
C 3.688 -0.468 -4.488 0.478 -0.663 -0.007 -0.836
S 3.357 -2.230 -5.037 0.703 -0.001 -1.453 1.116
O 4.438 -2.597 -5.963 -1.094 0.225 1.248 -0.713
O 1.979 -2.428 -5.525 1.560 0.568 1.066 -0.647
C 3.563 -2.970 -3.374 -1.082 1.121 0.447 -0.710
H 3.823 -2.149 -1.412 -0.481 0.680 0.079 -0.771
H 5.131 -1.750 -2.444 0.107 0.393 -0.191 0.436
H 3.620 0.338 -2.372 0.934 0.410 -0.541 -0.504
H 2.311 -0.475 -2.801 -0.377 -0.737 -0.388 -0.363
H 4.750 -0.244 -4.581 0.214 -0.635 -0.299 0.421
H 3.224 0.226 -5.190 -0.691 -0.122 0.436 0.484
H 4.017 -3.961 -3.361 0.658 0.424 -0.240 0.666
H 2.535 -3.146 -3.059 -0.274 -0.057 -0.165 0.013
C 1.027 2.384 4.289 1.452 -0.298 -0.734 0.135
C 0.925 2.222 5.783 0.622 -1.747 0.600 -1.099
C 1.674 0.854 6.113 -0.348 0.586 -0.822 -0.489
S 3.223 0.905 5.138 -1.418 -0.360 -0.201 0.882
O 3.363 -0.413 4.492 0.265 1.598 0.415 -0.361
O 4.292 1.429 5.983 -0.633 -0.244 -1.020 -0.700
C 2.538 2.212 3.947 0.559 0.239 0.370 -0.326
H 0.609 3.341 3.977 0.358 0.109 -0.157 0.461
H 0.449 1.626 3.759 -0.071 -0.174 0.176 -0.306
H -0.149 2.199 5.972 0.183 -0.086 0.831 0.430
H 1.472 2.984 6.337 -0.417 0.376 -0.111 0.414
H 1.112 0.021 5.692 -0.002 -0.056 -0.006 -0.002
H 1.976 0.601 7.129 -0.222 0.441 0.070 0.531
H 2.842 2.023 2.917 -0.397 -0.578 -0.015 -0.119
H 3.082 3.121 4.203 0.015 0.054 0.375 0.537
C -5.478 4.180 4.316 1.275 0.842 1.429 -0.780
C -6.344 3.134 3.705 -1.624 -0.717 -1.225 -0.790
C -5.548 1.820 3.392 0.768 1.436 0.465 -0.535
S -3.786 2.407 3.429 0.201 -2.326 -1.033 1.063
O -3.293 2.076 2.068 0.069 0.555 1.875 -0.196
O -3.089 1.844 4.628 -1.122 1.538 -2.180 -0.801
C -4.125 4.178 3.586 0.199 -0.583 0.470 -0.485
H -5.436 3.940 5.378 0.791 -0.066 0.161 0.305
H -5.840 5.207 4.333 -0.504 -0.152 -0.483 0.412
H -6.813 3.547 2.813 0.421 -0.236 -0.572 0.235
H -7.243 2.984 4.303 0.266 -0.428 0.412 0.403
H -5.657 1.439 2.377 -0.232 0.094 0.171 0.217
H -5.618 1.003 4.110 -0.187 0.242 0.095 0.459
H -4.230 4.694 2.631 0.086 -0.566 -0.340 0.066
H -3.209 4.558 4.039 -0.360 0.259 0.507 0.571
C 4.887 4.459 0.005 0.436 0.638 0.411 -0.269
C 5.874 4.158 1.193 -1.896 -2.377 1.058 -0.557
C 6.827 2.992 0.846 0.067 1.022 -1.939 -0.883
S 5.849 1.885 -0.323 -1.203 1.046 1.081 0.976
O 4.892 1.069 0.449 1.341 1.133 -0.921 -0.267
O 6.660 1.264 -1.345 -0.174 0.176 0.542 -0.813
C 4.947 3.349 -1.013 0.701 -0.632 -0.935 -0.468
H 5.130 5.394 -0.500 0.198 0.038 0.023 0.452
H 3.858 4.590 0.342 0.160 -0.121 0.451 0.118
H 5.204 3.650 1.886 -0.221 0.361 0.611 -0.130
H 6.321 4.960 1.781 0.136 0.167 -0.690 0.496
H 7.379 2.451 1.615 -0.546 0.033 0.119 0.493
H 7.537 3.516 0.205 0.608 -0.783 -0.390 0.398
H 4.006 3.044 -1.471 -0.164 -0.274 0.527 -0.071
H 5.534 3.706 -1.859 0.385 -0.395 -0.016 0.583
C -0.435 -1.037 1.201 -0.045 0.524 -0.388 0.277
C 1.075 -1.241 1.189 0.897 -0.853 0.042 0.951
C 1.713 -0.683 -0.070 -1.375 1.258 0.182 0.061
S 0.884 0.980 -0.138 1.652 -1.911 -0.295 0.066
O 0.522 1.118 -1.554 -0.127 0.966 0.932 0.189
O 1.725 1.986 0.549 -1.491 -0.752 -0.911 -0.060
C -0.578 0.449 0.854 0.219 0.909 -0.082 0.548
H -0.800 -1.256 2.204 -0.024 0.331 0.103 0.238
H -1.069 -1.626 0.538 0.562 -0.211 -0.444 -0.704
H 1.386 -2.282 1.283 -0.172 -0.027 0.294 -0.581
H 1.455 -0.668 2.035 0.246 -0.210 0.305 -0.037
H 1.314 -1.208 -0.938 0.231 -0.010 -0.103 -0.081
H 2.792 -0.537 -0.104 -0.098 -0.079 0.271 -0.107
H -1.404 0.729 0.200 -0.226 -0.076 0.441 -0.346
H -0.515 1.044 1.765 -0.356 0.259 -0.200 -0.329
C -1.284 -6.700 0.120 0.237 0.659 2.485 -0.850
C -0.801 -7.035 -1.249 1.395 0.625 -1.613 -0.561
C 0.595 -6.328 -1.441 -0.134 0.552 1.737 -0.945
S 0.433 -4.699 -0.464 -0.802 0.169 -0.981 0.932
O 0.179 -3.538 -1.361 0.834 -1.968 1.471 -0.358
O 1.464 -4.623 0.559 -0.011 0.111 -0.482 -0.591
C -1.143 -5.178 0.332 0.160 -0.195 -2.165 -0.465
H -0.712 -7.198 0.904 0.332 -0.308 -0.097 0.324
H -2.314 -6.948 0.374 -0.118 -0.202 -0.571 0.451
H -1.509 -6.668 -1.992 -0.033 -0.264 -0.131 0.179
H -0.545 -8.085 -1.387 -0.675 -0.094 -0.048 0.448
H 1.151 -6.190 -2.368 -0.970 0.284 -0.418 0.497
H 1.287 -6.951 -0.873 0.167 0.350 0.504 0.377
H -1.811 -4.803 -0.444 -0.440 0.742 0.412 0.045
H -1.303 -4.710 1.303 0.214 -0.244 -0.078 0.541
C -4.836 -3.818 3.149 1.952 -0.996 -0.063 -0.262
C -4.148 -2.463 3.263 -0.386 0.819 -0.970 -0.442
C -4.283 -1.895 1.848 -1.472 0.632 -0.391 0.391
S -6.046 -2.322 1.362 1.899 1.704 0.909 1.118
O -6.033 -2.707 -0.030 -0.609 -0.229 0.323 -0.588
O -6.908 -1.266 1.870 0.110 -0.442 -0.624 -0.686
C -6.162 -3.686 2.502 -1.649 -0.314 -0.049 -0.778
H -4.911 -4.397 4.070 0.133 0.129 0.023 0.490
H -4.175 -4.341 2.458 0.065 -0.609 0.097 -0.074
H -3.080 -2.448 3.482 -0.155 -0.486 0.535 0.143
H -4.688 -1.794 3.934 0.161 0.024 0.226 0.284
H -3.618 -2.255 1.063 0.015 -0.448 0.223 -0.160
H -4.236 -0.807 1.802 -0.026 0.067 0.058 -0.207
H -6.555 -4.523 1.925 0.439 -0.268 0.089 0.429
H -6.890 -3.500 3.291 -0.303 0.542 -0.367 0.314
C -3.815 -1.526 -4.860 2.559 1.442 -0.027 -0.305
C -4.956 -2.286 -4.377 -1.305 -2.028 -0.166 -0.784
C -4.923 -2.168 -2.880 0.539 0.761 0.968 -0.908
S -3.152 -2.202 -2.308 -1.452 -0.581 -1.234 1.247
O -2.875 -3.610 -2.040 0.415 0.826 0.675 -0.863
O -2.963 -1.121 -1.311 0.259 -1.702 -1.568 -0.333
C -2.508 -1.902 -4.046 -0.945 0.524 0.130 -0.778
H -4.024 -0.484 -4.619 0.113 0.322 -0.203 0.013
H -3.641 -1.582 -5.935 0.113 -0.121 0.060 0.438
H -4.970 -3.315 -4.734 0.730 -0.493 0.428 0.323
H -5.880 -2.006 -4.883 -0.253 0.866 0.578 0.433
H -5.493 -2.887 -2.292 0.146 0.253 -0.021 0.567
H -5.104 -1.135 -2.583 -0.839 0.008 0.063 0.288
H -2.085 -2.837 -4.415 0.036 -0.010 0.394 0.436
H -1.754 -1.115 -4.043 -0.079 -0.047 0.009 0.137